Here is an isolated molecule of C3H8BNO at a distorted geometry from OMol25. Energies are from ωB97M-V with the def2-TZVPD basis set.

Last column: Löwdin charge in e.
Atoms and positions in Å:
B 1.4942 -0.3822 0.6422  -0.389
C -0.9607 -0.7074 -0.3728  -0.187
C -1.1457 0.6336 0.4254  -0.122
C 0.4762 -0.8683 -0.4145  -0.183
N -0.0912 1.5053 -0.1449  0.095
O 1.0271 0.6299 -0.3548  -0.133
H 2.6794 -0.5849 0.3680  0.076
H 1.2829 -0.1092 1.7782  0.071
H -1.2664 -1.4943 0.2591  0.095
H -1.3975 -0.7485 -1.3859  0.129
H -2.1263 1.1845 0.3196  0.135
H -0.6350 0.3086 1.3701  0.112
H 0.9140 -1.3209 -1.3926  0.131
H -0.2511 1.9537 -1.0972  0.171

Force components x, y, z for each atom (eV/Å):
B 2.01 -0.42 0.25
C -0.88 1.41 0.16
C 0.77 -0.02 -0.85
C 1.14 -8.25 -3.67
N -1.42 1.19 -1.82
O 2.89 7.42 -0.52
H -0.72 -0.16 0.31
H -0.67 -0.15 0.33
H -1.40 -1.22 0.43
H -0.20 0.22 0.64
H 0.91 -0.78 0.95
H -1.67 0.89 0.09
H -0.93 0.45 2.02
H 0.17 -0.56 1.69

Its energy above the lowest of the compared OMol25 structures with the same formula, charge and spin is 7.556 eV. Its net charge is 0. Its expectation value of S² is 2.01. The value obtained for the frontier orbital gap (spin up / spin down) is 4.33 / 6.34 eV. As for the multiplicity: 3. The HOMO energy (spin up / spin down) comes out at -3.66 / -9.66 eV.


Here is a cluster of 2 separate species, C3H8BO4P in total at a distorted geometry from OMol25. Energies are from ωB97M-V with the def2-TZVPD basis set.

Last column: Löwdin charge in e.
Atoms and positions in Å:
B 0.2114 -0.1199 0.2222  -0.624
C -1.2540 -0.9173 0.1240  -0.112
C -0.0436 1.4230 -0.0407  -0.094
C 1.3107 -0.8412 0.7261  0.119
O 5.0790 1.1057 0.2039  -0.443
O 4.3501 -1.4937 0.1136  -0.420
O 3.4658 0.0884 -1.4662  -0.213
O 2.7973 0.3576 0.9391  -0.373
P 4.0832 -0.0294 0.0764  0.053
H -2.0619 -0.1606 -0.1102  0.028
H -1.5736 -1.2077 1.1509  0.038
H -1.0705 -1.5719 -0.6344  -0.018
H 0.0305 1.8017 -1.0833  0.043
H 0.5621 2.1240 0.5627  0.049
H -1.0858 1.4243 0.1056  -0.019
H 1.7812 -1.7240 1.1538  0.016
H 3.2347 0.9711 -1.4534  -0.029

Force components x, y, z for each atom (eV/Å):
B -1.32 -0.21 0.38
C -0.46 3.34 2.58
C 1.70 0.71 -0.93
C 3.24 1.72 0.76
O 0.10 -0.75 0.26
O 1.25 -0.58 0.80
O 0.92 -2.14 -0.27
O -1.66 -1.53 -0.06
P -1.53 0.09 -0.52
H 0.72 -0.84 -0.43
H 0.40 -0.88 -0.84
H -0.44 -2.60 -1.72
H 0.33 -0.45 0.15
H -0.47 -0.34 -0.02
H -1.37 1.09 0.83
H -0.34 0.27 -0.41
H -1.06 3.10 -0.56

Its energy above the lowest of the compared OMol25 structures with the same formula, charge and spin is 1.407 eV. Its net charge is -2. The value obtained for the frontier orbital gap is 5.85 eV. The HOMO energy comes out at 0.08 eV.


Here is a cluster of 2 separate species, C3H8Br2Si in total at a distorted geometry from OMol25. Energies are from ωB97M-V with the def2-TZVPD basis set.

Last column: Löwdin charge in e.
Atoms and positions in Å:
C 0.7128 1.0081 1.4901  -0.191
C 0.3640 -0.1259 -1.5544  -0.250
C -1.1841 -1.3352 0.7503  -0.742
Si 0.5295 -0.5302 0.2943  0.533
Br -1.9212 -2.6158 -0.3390  0.651
Br -1.2418 3.1159 -1.6401  0.108
H 1.6529 1.5373 1.3168  0.021
H -0.2151 1.5115 1.1832  0.013
H 0.8191 0.5643 2.4582  0.002
H -0.0908 0.8809 -1.7514  -0.081
H 1.2649 -0.2916 -2.0452  -0.011
H -0.3679 -0.8900 -1.9197  0.001
H -1.7374 -1.1715 1.6628  -0.029
H 1.4151 -1.6579 0.0941  -0.024

Force components x, y, z for each atom (eV/Å):
C 0.70 -1.94 -1.98
C -2.73 0.42 1.19
C 1.55 1.07 0.26
Si -2.02 0.50 -0.46
Br -0.25 -0.42 -0.26
Br -0.01 0.00 0.02
H -0.43 0.31 -0.30
H 0.44 0.33 0.83
H -0.71 0.19 0.89
H 0.56 -0.73 -0.05
H 1.63 0.09 -1.03
H 0.55 0.61 0.12
H -0.12 -0.02 0.04
H 0.84 -0.43 0.75

Its energy above the lowest of the compared OMol25 structures with the same formula, charge and spin is 5.047 eV. Its net charge is 0. The value obtained for the frontier orbital gap (spin up / spin down) is 9.62 / 4.43 eV. The HOMO energy (spin up / spin down) comes out at -10.00 / -8.13 eV.


Here is the ion C3H8BrN2 with charge +1 at a distorted geometry from OMol25. Energies are from ωB97M-V with the def2-TZVPD basis set.

Last column: Löwdin charge in e.
Atoms and positions in Å:
N -0.0378 1.4824 -0.4817  0.061
C 0.7320 0.7286 0.3455  -0.186
N -0.0383 -0.5612 0.8912  0.040
C -0.5324 -1.3358 -0.2205  -0.214
C -1.6078 -0.9047 -0.7558  -0.607
Br -2.8596 0.1102 0.0775  0.895
H -0.3232 2.3079 -0.1390  0.063
H -0.0701 1.3006 -1.4607  0.113
H 1.6925 0.3005 -0.1719  0.179
H 0.9600 1.2923 1.1883  0.116
H -0.8738 -0.1509 1.3523  0.097
H 0.6468 -1.1275 1.4238  0.190
H 0.0251 -2.1664 -0.5889  0.135
H -1.9244 -1.1976 -1.8189  0.118

Force components x, y, z for each atom (eV/Å):
N 0.87 -2.84 -1.31
C 2.14 -1.71 -2.30
N 0.76 -0.42 0.01
C 1.99 -0.12 1.07
C -2.96 -0.67 -4.37
Br -1.20 1.12 0.64
H -1.39 3.39 0.93
H 0.02 0.21 -0.32
H -1.76 0.60 1.16
H 0.69 0.60 1.73
H 0.63 -0.66 0.65
H -0.93 0.62 0.44
H 0.71 -0.04 -0.29
H 0.44 -0.07 1.95

Its energy above the lowest of the compared OMol25 structures with the same formula, charge and spin is 2.250 eV. Its net charge is +1. Its SMILES is NC[NH2+]/C=C\Br. The value obtained for the frontier orbital gap is 10.60 eV. The HOMO energy comes out at -13.89 eV.


Here is a structure of composition C3H8BrNOS at a distorted geometry from OMol25. Energies are from ωB97M-V with the def2-TZVPD basis set.

Last column: Löwdin charge in e.
Atoms and positions in Å:
C 0.1448 -0.3293 -1.2882  -0.184
C 1.6124 0.3581 0.6068  -0.176
C 0.7058 0.8507 -0.4868  -0.890
N -2.2471 0.4647 0.6697  -0.225
O -0.7980 2.0667 1.9761  -0.540
S -1.2181 1.8641 0.6046  0.837
Br 1.4716 2.3177 -1.5094  0.644
H -0.7482 -0.0688 -2.0349  0.117
H 0.9882 -0.7137 -1.8562  0.069
H -0.1607 -1.0252 -0.5060  0.061
H 1.8648 0.9975 1.3686  0.045
H 2.5453 -0.0209 0.1830  0.093
H 1.2014 -0.4534 1.1318  0.066
H -2.6451 0.1995 -0.2770  0.075
H -2.7164 0.6261 1.5271  0.008

Force components x, y, z for each atom (eV/Å):
C -1.12 1.70 -0.85
C 0.19 -0.59 -1.90
C -2.16 0.44 0.89
N 2.07 0.58 -2.35
O 0.10 0.07 1.00
S 1.58 -1.67 -2.31
Br -0.35 -0.50 0.25
H 1.99 -0.48 1.66
H -0.12 -0.42 -0.26
H -0.26 -0.26 -0.45
H 0.52 2.28 1.45
H 0.10 0.08 -0.20
H -1.02 -1.33 0.42
H -0.02 0.60 2.22
H -1.48 -0.50 0.44

Its energy above the lowest of the compared OMol25 structures with the same formula, charge and spin is 1.518 eV. Its net charge is 0. The value obtained for the frontier orbital gap is 8.25 eV. The HOMO energy comes out at -8.05 eV.


Here is a cluster of 2 separate species, C3H8BrO3S in total at a distorted geometry from OMol25. Energies are from ωB97M-V with the def2-TZVPD basis set.

Last column: Löwdin charge in e.
Atoms and positions in Å:
Br -4.6274 5.5429 25.6306  -0.724
O -7.9348 4.4643 25.7805  -0.332
S -8.5623 4.7832 24.5188  0.575
O -9.1053 3.7141 23.7418  -0.299
O -9.7706 5.8227 24.7687  -0.285
C -9.5772 6.7481 25.8541  -0.264
C -10.9531 7.0353 26.4613  -0.064
C -7.4487 5.8244 23.5130  -0.155
H -9.1463 7.6412 25.4042  0.115
H -8.9054 6.3377 26.6000  0.109
H -11.6366 6.4340 25.8485  0.077
H -11.2948 8.0612 26.5127  0.065
H -11.0510 6.5430 27.4314  0.071
H -6.5460 5.2426 23.3566  0.018
H -7.2384 6.6923 24.1297  0.034
H -8.0316 6.0403 22.6205  0.058

Force components x, y, z for each atom (eV/Å):
Br 0.11 0.15 -0.10
O -0.87 0.37 -0.97
S 1.70 0.10 0.77
O -0.32 0.22 -0.38
O 0.22 -0.67 0.10
C -0.40 0.92 0.09
C -0.31 -1.53 -0.19
C -1.20 -0.96 0.81
H 0.15 0.14 0.20
H 0.19 -0.08 -0.16
H -0.21 0.53 -0.05
H 0.23 0.17 -0.08
H 0.17 0.38 0.19
H 0.11 0.10 -0.01
H 0.23 0.05 -0.09
H 0.21 0.11 -0.12

Its energy above the lowest of the compared OMol25 structures with the same formula, charge and spin is 0.382 eV. Its net charge is -1. The value obtained for the frontier orbital gap is 6.72 eV. The HOMO energy comes out at -3.58 eV.


Here is a cluster of 2 separate species, C3H8Cl2N in total at a distorted geometry from OMol25. Energies are from ωB97M-V with the def2-TZVPD basis set.

Last column: Löwdin charge in e.
Atoms and positions in Å:
C -0.9764 0.5507 -0.1885  -0.269
C 1.1685 -1.2951 -0.3854  -0.544
C -0.7369 -0.8190 0.3787  -0.570
N -0.0281 1.4903 0.2830  0.123
Cl 1.9393 -0.0430 -1.1547  0.765
Cl -0.5304 -1.0225 2.0916  0.670
H -1.9315 0.8874 0.1375  0.133
H -0.9753 0.4421 -1.2261  0.122
H 1.6924 -1.7854 0.4567  0.061
H 0.8329 -2.0665 -1.1308  0.070
H -1.3290 -1.6247 -0.0108  0.082
H 0.9081 1.0331 -0.0785  0.029
H -0.1221 1.9009 1.1402  0.126
H 0.0885 2.3518 -0.3127  0.203

Force components x, y, z for each atom (eV/Å):
C -2.39 -1.56 1.87
C -4.68 -3.20 1.50
C 4.48 -0.83 -0.97
N 3.88 1.31 -4.99
Cl 1.60 1.59 -1.29
Cl -0.32 0.46 0.15
H -1.17 0.26 -0.07
H 0.20 0.25 -1.75
H -0.22 0.73 -0.44
H 0.56 0.78 0.74
H -0.33 0.01 -0.33
H -0.55 0.77 1.85
H -0.13 0.25 3.57
H -0.94 -0.82 0.15

Its energy above the lowest of the compared OMol25 structures with the same formula, charge and spin is 1.933 eV. Its net charge is +1. The value obtained for the frontier orbital gap is 10.08 eV. The HOMO energy comes out at -13.61 eV.


Here is a cluster of 3 separate species, C3H8Cl2N2O4 in total at a distorted geometry from OMol25. Energies are from ωB97M-V with the def2-TZVPD basis set.

Last column: Löwdin charge in e.
Atoms and positions in Å:
C -23.2153 20.6503 8.2470  0.045
N -23.2961 19.5230 7.2679  -0.488
O -23.8408 19.7662 6.2652  0.083
O -22.6517 18.5174 7.5220  0.030
H -23.7580 20.2983 9.1243  0.104
H -23.7208 21.4914 7.7725  0.102
H -22.1322 20.6832 8.3651  0.033
C -22.1239 17.4425 4.8448  0.015
N -21.0142 16.4755 4.9052  -0.429
O -21.2261 15.4528 4.2266  0.039
O -19.9656 16.8162 5.4108  0.064
H -22.6485 17.1912 3.9230  0.103
H -21.8615 18.4968 4.9324  0.052
H -22.7154 17.0335 5.6640  0.094
Cl -19.4136 20.7160 8.4210  0.556
C -19.3428 20.1581 6.7747  -1.015
Cl -20.6086 20.8919 5.7876  0.563
H -18.3603 20.4601 6.4118  0.030
H -19.4312 19.0735 6.7117  0.019

Force components x, y, z for each atom (eV/Å):
C -0.22 -0.95 -0.07
N 2.08 0.24 2.52
O -2.05 -0.02 -3.43
O -0.41 -0.11 0.30
H 0.35 0.23 0.17
H 0.45 0.01 0.25
H -0.27 0.75 0.55
C -1.06 -1.00 0.22
N 0.44 -0.02 -3.03
O 0.89 0.88 1.77
O -0.13 -0.66 0.38
H 0.10 0.33 0.10
H 0.27 -0.49 0.26
H -0.44 0.89 0.04
Cl -0.13 0.04 0.77
C 0.70 -0.33 -0.51
Cl -0.04 0.04 -0.20
H -0.31 0.01 -0.26
H -0.20 0.16 0.16

Its energy above the lowest of the compared OMol25 structures with the same formula, charge and spin is 0.334 eV. Its net charge is 0. Its SMILES is C[N+](=O)[O-].C[N+](=O)[O-].ClCCl. The value obtained for the frontier orbital gap is 11.20 eV. The HOMO energy comes out at -10.94 eV.